Molecular formula: C5H14FNSSi
Method: DFT, wB97M-V/def2-TZVPD

Output
- LUMO energy: 0.44 eV
- Kohn-Sham gap: 9.79 eV
- Max |F|: 2.696 eV Å⁻¹
- Energy above the lowest of the compared OMol25 structures with the same formula, charge and spin: 66.0 kcal/mol
- HOMO: -9.346 eV

Cartesian coordinates (Å):
1 C 3.7076 -0.4084 0.3756
2 C 2.5731 0.3856 -0.5609
3 C 1.1114 -0.2355 -0.1543
4 F 0.9759 -1.5821 -0.7598
5 Si -0.4003 0.8652 -0.6360
6 S -0.0758 3.0021 -0.2360
7 C -1.8438 0.3414 0.5891
8 C -2.3648 -1.2075 0.2697
9 N -3.6544 -1.1151 -0.5439
10 H 3.5550 -0.0503 1.4901
11 H 3.3655 -1.5516 0.3456
12 H 4.7899 -0.2433 -0.0389
13 H 2.8222 0.0460 -1.6759
14 H 2.6671 1.5402 -0.3932
15 H 1.1130 -0.3747 1.0293
16 H -0.9019 0.6576 -1.9900
17 H -1.2304 3.4239 0.4970
18 H -1.3119 0.2690 1.6543
19 H -2.7276 1.1261 0.5817
20 H -1.5542 -1.8374 -0.3394
21 H -2.5602 -1.7722 1.2952
22 H -4.4340 -1.1394 0.1598
23 H -3.6214 -0.1394 -0.9591

Löwdin atomic charge list, values in e, 4 entries:
1 C -0.14
2 C -0.24
3 C -0.40
4 F -0.15



Molecular formula: C5H14IN2O
Method: DFT, wB97M-V/def2-TZVPD

Output
- Charge: +1
- LUMO energy (alpha / beta): -3.22 / -8.78 eV
- Kohn-Sham gap (alpha / beta): 8.77 / 1.21 eV
- Max |F|: 1.397 eV Å⁻¹
- Energy above the lowest of the compared OMol25 structures with the same formula, charge and spin: 45.2 kcal/mol
- HOMO (alpha / beta): -11.991 / -9.990 eV

Cartesian coordinates (Å):
1 C -3.0200 -0.7191 -0.9912
2 C 6.6777 -2.4845 0.4760
3 C -3.6807 -0.6063 0.3699
4 C -4.9985 0.2243 0.3266
5 C 4.3586 1.0087 -0.0061
6 N -4.7997 1.5861 -0.0021
7 N 4.4546 2.3221 0.0142
8 O 5.1849 0.1642 0.0615
9 I 2.2346 0.4015 -0.1706
10 H -3.7138 -1.1033 -1.7353
11 H -2.6282 0.2358 -1.3321
12 H -2.1827 -1.4118 -0.9280
13 H 7.6666 -2.1756 0.1991
14 H 6.3716 -2.4601 1.5030
15 H 5.9872 -2.8093 -0.2795
16 H -2.9988 -0.1417 1.0840
17 H -3.9467 -1.5960 0.7385
18 H -5.6551 -0.2272 -0.4214
19 H -5.4686 0.1666 1.3107
20 H -4.4760 1.7829 -0.9353
21 H 3.6539 2.9251 -0.0712
22 H 5.3714 2.7452 0.0785
23 H -4.3923 2.1724 0.7108

Löwdin atomic charge list, values in e, 4 entries:
1 C -0.10
2 C 0.25
3 C -0.21
4 C -0.22



Molecular formula: C5H14N
Method: DFT, wB97M-V/def2-TZVPD

Output
- Charge: +1
- LUMO energy: -6.47 eV
- Kohn-Sham gap: 7.49 eV
- Max |F|: 2.946 eV Å⁻¹
- Energy above the lowest of the compared OMol25 structures with the same formula, charge and spin: 171.6 kcal/mol
- HOMO: -13.961 eV

Cartesian coordinates (Å):
1 C 0.1640 0.1418 0.6388
2 C -0.5340 -0.2027 -0.5907
3 C -1.1962 -1.6278 -0.6022
4 C 0.8715 -0.1066 -0.9278
5 C 1.3461 1.1219 -1.5906
6 N -0.7176 0.5874 1.6319
7 H -0.7857 -2.5748 2.6928
8 H 1.1145 3.1975 3.1005
9 H -1.2563 0.5266 -0.9642
10 H -1.6444 -1.7621 -1.5842
11 H -1.8544 -1.7290 0.2581
12 H -0.4094 -2.3341 -0.4510
13 H 1.5688 -0.9341 -0.8358
14 H -1.0196 -1.8824 2.6642
15 H 0.5142 1.7443 -1.9003
16 H 2.1435 0.9946 -2.3157
17 H 1.8358 1.7433 -0.8205
18 H 0.8860 2.4888 3.1133
19 H -0.5672 0.0843 2.5105
20 H -0.5698 1.5752 1.8754

Löwdin atomic charge list, values in e, 4 entries:
1 C 0.08
2 C -0.30
3 C 0.03
4 C -0.09



Molecular formula: C5H14N2
Method: DFT, wB97M-V/def2-TZVPD

Output
- Charge: -1
- LUMO energy (alpha / beta): 3.62 / 3.58 eV
- Kohn-Sham gap (alpha / beta): 4.52 / 4.43 eV
- Max |F|: 2.653 eV Å⁻¹
- Multiplicity: 2
- Energy above the lowest of the compared OMol25 structures with the same formula, charge and spin: 74.4 kcal/mol
- HOMO (alpha / beta): -0.900 / -0.848 eV

Cartesian coordinates (Å):
1 C -0.0312 1.1844 0.1149
2 C -0.0744 -0.3282 0.0939
3 N 1.1212 -1.0706 0.4248
4 C 2.6757 -1.7185 2.1221
5 C 1.8086 -0.5635 1.5882
6 C -2.7805 1.2074 -2.7892
7 N -2.2765 0.3406 -1.6556
8 H 0.3422 1.5735 1.0703
9 H -0.9868 1.6328 -0.1404
10 H 0.7001 1.5161 -0.6327
11 H -0.7645 -0.7733 0.8547
12 H -0.5351 -0.7402 -0.8023
13 H 2.0236 -2.4135 2.6534
14 H 3.6111 -1.5815 2.6710
15 H 2.4650 0.2687 1.2998
16 H 3.0248 -2.2101 1.2082
17 H 1.1455 -0.2141 2.3921
18 H -2.1001 2.0528 -2.9783
19 H -2.5633 0.3343 -3.4263
20 H -3.0497 -0.2201 -1.2904
21 H -3.7558 1.7231 -2.7784

Löwdin atomic charge list, values in e, 4 entries:
1 C -0.14
2 C -0.35
3 N 0.01
4 C -0.13



Molecular formula: C5H14N2
Method: DFT, wB97M-V/def2-TZVPD

Output
- Charge: -1
- LUMO energy (alpha / beta): 4.18 / 4.04 eV
- Kohn-Sham gap (alpha / beta): 2.77 / 9.32 eV
- Max |F|: 3.737 eV Å⁻¹
- Multiplicity: 2
- Energy above the lowest of the compared OMol25 structures with the same formula, charge and spin: 54.9 kcal/mol
- HOMO (alpha / beta): 1.407 / -5.275 eV

Cartesian coordinates (Å):
1 C -0.5650 -0.6918 1.7243
2 C -1.3030 -0.0928 0.4525
3 C -0.9501 1.3368 0.0537
4 C 0.4610 1.6418 -0.5452
5 C 1.3265 0.2202 -0.9971
6 N 0.8603 -0.2760 -2.3330
7 N -0.2699 -2.1286 1.4893
8 H -1.2072 -0.8017 2.5868
9 H 0.3460 -0.1170 2.0170
10 H -1.0363 -0.7877 -0.3759
11 H -2.3703 -0.1050 0.5091
12 H -1.9167 1.6898 -0.5447
13 H -1.0342 2.0016 0.9762
14 H 1.1445 2.2935 0.0310
15 H 0.3710 2.1442 -1.5792
16 H 1.5275 -0.4428 -0.1752
17 H 2.2715 0.6557 -1.3087
18 H -0.0315 -0.9877 -2.5172
19 H 1.5721 -0.8145 -2.7509
20 H 0.2173 -2.3963 2.3356
21 H 0.5866 -2.3416 0.9514

Löwdin atomic charge list, values in e, 4 entries:
1 C -0.34
2 C -0.27
3 C -0.28
4 C -0.18



Molecular formula: C5H14N2
Method: DFT, wB97M-V/def2-TZVPD

Output
- Charge: -1
- LUMO energy (alpha / beta): 3.96 / 3.83 eV
- Kohn-Sham gap (alpha / beta): 2.53 / 8.32 eV
- Max |F|: 3.215 eV Å⁻¹
- Multiplicity: 2
- Energy above the lowest of the compared OMol25 structures with the same formula, charge and spin: 28.4 kcal/mol
- HOMO (alpha / beta): 1.423 / -4.484 eV

Cartesian coordinates (Å):
1 N -1.2750 -1.5452 -0.0989
2 C -1.0501 0.1261 -2.5317
3 C 0.0384 -0.1306 -1.5280
4 C -0.4182 -0.3582 -0.0830
5 C 0.9149 -0.5647 0.9141
6 N 1.3796 0.7547 1.1638
7 C 0.6976 1.4778 2.2528
8 H -0.7460 -2.3955 0.0418
9 H -1.9964 -1.4738 0.6900
10 H -1.6592 0.9916 -2.2240
11 H -0.6257 0.4437 -3.4875
12 H -1.7463 -0.7153 -2.7401
13 H 0.5258 -1.1031 -1.8994
14 H 0.8200 0.6055 -1.7377
15 H -0.9550 0.4954 0.3264
16 H 0.5818 -1.1216 1.8736
17 H 1.6413 -1.1106 0.3359
18 H 2.4045 0.8273 1.1141
19 H -0.2513 1.8672 1.8499
20 H 0.3259 0.7412 3.0888
21 H 1.3933 2.1882 2.6791

Löwdin atomic charge list, values in e, 4 entries:
1 N -0.01
2 C -0.18
3 C -0.30
4 C -0.40



Which formula does entry 5 have? C5H14N2



Which formula does entry 6 have? C5H14N2